Density functional theory data (wB97M-V/def2-TZVPD) for one molecule with the formula H4O3Si at a distorted geometry.

Summary:
**Energy above the lowest of the compared OMol25 structures with the same formula, charge and spin**: 0.0000 eV
**HOMO-LUMO gap**: 12.04 eV
**Energy**: -14088.3686 eV
**SMILES**: O[SiH](O)O

Last column: Löwdin charge in e.
Cartesian coordinates (Å):
O (1.543514, -0.296045, -0.281679)  -0.159
O (-1.125308, -1.109014, -0.276464)  -0.201
O (-0.450915, 1.446419, -0.344657)  -0.148
Si (-0.014872, -0.024673, 0.320947)  0.272
H (1.669221, -1.209581, -0.578250)  0.056
H (-2.026248, -0.553298, -0.279384)  0.127
H (0.443729, 1.800971, -0.399989)  0.036
H (-0.039118, -0.054781, 1.839474)  0.018

Forces on atoms 1 to 2 (eV/Å):
O -1.406 -0.432 0.602
O -2.433 2.218 0.462

Density functional theory data (wB97M-V/def2-TZVPD) for H4O4P3 as an isolated structure at a distorted geometry.

Summary:
**Energy above the lowest of the compared OMol25 structures with the same formula, charge and spin**: 1.4235 eV
**HOMO-LUMO gap**: 8.59 eV
**Energy**: -36124.8587 eV
**Charge**: -1

Last column: Löwdin charge in e.
Cartesian coordinates (Å):
O (0.782495, -1.119189, -1.583465)  -0.329
O (0.656561, -1.802363, 0.950431)  -0.320
O (-1.133952, 0.289808, 0.024234)  -0.834
O (1.537965, 0.515822, 0.204439)  -0.616
P (-2.314196, -0.466527, 0.680868)  0.524
P (0.907413, 1.970094, -0.166251)  0.737
P (0.690414, -0.854154, -0.137467)  0.302
H (-2.145709, -1.822441, 0.168420)  -0.128
H (-1.779423, -0.922449, 2.047653)  -0.106
H (0.703800, 1.702198, -1.551477)  -0.084
H (2.094633, 2.509203, -0.637382)  -0.145

Forces on atoms 1 to 2 (eV/Å):
O -0.142 -0.128 0.353
O 0.100 -0.697 1.050

Density functional theory data (wB97M-V/def2-TZVPD) for one molecule with the formula H4O4Si at a distorted geometry.

Summary:
**HOMO-LUMO gap**: 11.42 eV
**Energy**: -16137.6049 eV
**SMILES**: O[Si](O)(O)O

Last column: Löwdin charge in e.
Cartesian coordinates (Å):
O (0.866966, 1.446980, 0.715766)  -0.076
O (1.319629, -1.054212, -0.157179)  -0.086
O (-1.128863, -0.370287, 0.768731)  -0.087
O (-0.500723, 0.530401, -1.349816)  -0.057
Si (0.185551, 0.127762, 0.014802)  -0.069
H (0.283709, 2.246423, 0.693509)  0.093
H (1.647430, -1.574176, 0.616403)  0.091
H (-1.612565, -1.163196, 0.393102)  0.107
H (-1.061133, -0.189696, -1.695318)  0.085

Forces on atoms 1 to 2 (eV/Å):
O -1.061 0.592 -0.181
O 0.211 -0.387 0.940

Density functional theory data (wB97M-V/def2-TZVPD) for a 2-piece molecular cluster, H4O5PS overall at a distorted geometry.

Summary:
**Energy above the lowest of the compared OMol25 structures with the same formula, charge and spin**: 2.2082 eV
**HOMO-LUMO gap**: 8.04 eV
**Energy**: -30427.5806 eV
**Charge**: -1

Last column: Löwdin charge in e.
Cartesian coordinates (Å):
O (1.824971, -0.050173, 1.748575)  -0.619
O (-0.473094, -0.668252, 1.551383)  -0.684
O (-1.944332, 1.079464, -0.139648)  -0.415
O (0.853952, 0.449873, -0.551366)  -0.321
O (-0.551479, 0.153965, -2.445019)  -0.323
P (-0.429440, -0.284983, -0.834448)  0.795
S (0.786626, -1.127144, 2.144917)  0.644
H (-1.649039, 1.442393, 0.676654)  -0.088
H (1.253125, 0.225074, 0.442196)  0.003
H (-1.343070, -0.152134, -2.899401)  0.023
H (1.478161, -2.205956, 1.249072)  -0.014

Forces on atoms 1 to 2 (eV/Å):
O -0.443 -0.424 0.237
O -1.053 -0.668 0.210

Density functional theory data (wB97M-V/def2-TZVPD) for one molecule with the formula H4OSSi at a distorted geometry.

Summary:
**Energy above the lowest of the compared OMol25 structures with the same formula, charge and spin**: 0.9827 eV
**HOMO-LUMO gap**: 9.06 eV
**Energy**: -20825.5435 eV
**SMILES**: O[SiH2]S

Last column: Löwdin charge in e.
Cartesian coordinates (Å):
O (0.524205, 0.763528, 1.167656)  -0.206
Si (0.077262, 0.507961, -0.302598)  0.374
S (-0.562681, -1.890591, -0.307450)  0.253
H (1.466768, 0.790902, 1.093585)  0.039
H (-1.186184, 0.879491, -0.938527)  -0.070
H (1.075539, 0.596220, -1.347370)  -0.060
H (-1.394909, -1.647510, 0.634705)  -0.329

Forces on atoms 1 to 2 (eV/Å):
O 0.195 1.239 2.190
Si -2.848 -4.560 -3.667

Density functional theory data (wB97M-V/def2-TZVPD) for a 2-piece molecular cluster, H4S4 overall at a distorted geometry.

Summary:
**Energy above the lowest of the compared OMol25 structures with the same formula, charge and spin**: 0.3416 eV
**HOMO-LUMO gap (spin up / spin down)**: 5.20 / 6.00 eV
**Multiplicity**: 2
**Energy**: -43405.3704 eV
**⟨S²⟩**: 0.756
**Charge**: -1

Last column: Löwdin charge in e.
Cartesian coordinates (Å):
S (-0.698238, 1.536765, 0.383018)  0.183
S (0.947657, 2.806605, 0.540225)  0.169
H (-0.303913, 0.468068, -0.340443)  -0.291
H (1.825396, 1.854047, 0.887151)  -0.215
S (0.654369, -1.756635, -1.167729)  -0.055
S (-0.926479, -2.495292, 0.298252)  -0.176
H (0.465273, -2.718219, -2.084367)  -0.300
H (-1.921230, -2.206182, 1.271005)  -0.317

Forces on atoms 1 to 2 (eV/Å):
S -0.598 0.133 0.529
S 0.033 -0.560 -0.484

Density functional theory data (wB97M-V/def2-TZVPD) for a 2-piece molecular cluster, H4S4 overall.

Summary:
**Energy above the lowest of the compared OMol25 structures with the same formula, charge and spin**: 0.0946 eV
**HOMO-LUMO gap**: 9.21 eV
**Energy**: -43405.5090 eV
**SMILES**: SS.SS

Last column: Löwdin charge in e.
Cartesian coordinates (Å):
S (2.385000, -0.186610, -0.023328)  0.210
S (1.113650, -1.700599, 0.516829)  0.207
H (2.068070, -0.036693, -1.308486)  -0.213
H (1.900367, -2.721192, 0.073859)  -0.191
S (-1.208583, 1.703169, 0.337908)  0.202
S (-2.356101, 0.241320, -0.685638)  0.221
H (-0.602736, 2.276175, -0.723837)  -0.202
H (-1.304943, -0.414626, -1.220305)  -0.233

Forces on atoms 1 to 2 (eV/Å):
S 0.319 0.193 0.362
S 0.265 -0.372 -0.377

Density functional theory data (wB97M-V/def2-TZVPD) for one molecule with the formula H4SSi2 at a distorted geometry.

Summary:
**Energy above the lowest of the compared OMol25 structures with the same formula, charge and spin**: 0.5858 eV
**HOMO-LUMO gap**: 8.96 eV
**Energy**: -26654.2683 eV
**SMILES**: [SiH2]1[SiH2]S1

Last column: Löwdin charge in e.
Cartesian coordinates (Å):
Si (-0.107521, 1.012050, -0.374690)  0.245
Si (-0.207280, -1.206578, 0.017238)  0.107
S (0.333082, 0.043630, 1.640137)  0.138
H (1.085704, 1.586041, -0.972394)  -0.139
H (-0.478452, 2.259179, 0.250147)  -0.131
H (-1.537844, -1.718345, -0.117819)  -0.116
H (0.912311, -1.975977, -0.442620)  -0.103

Forces on atoms 1 to 2 (eV/Å):
Si 1.099 0.332 0.995
Si -0.132 1.233 0.729

Density functional theory data (wB97M-V/def2-TZVPD) for one molecule with the formula H5N2OP at a distorted geometry.

Summary:
**Energy above the lowest of the compared OMol25 structures with the same formula, charge and spin**: 3.6847 eV
**HOMO-LUMO gap**: 9.81 eV
**Energy**: -14395.5036 eV
**SMILES**: NOPN

Last column: Löwdin charge in e.
Cartesian coordinates (Å):
N (-2.088994, 0.041018, 0.159644)  -0.068
N (1.803621, -0.613945, 0.006307)  -0.205
O (-0.703220, -0.293840, 0.004719)  -0.569
P (0.671269, 0.679342, 0.320060)  0.775
H (-2.577533, -0.622353, 0.892974)  0.117
H (-2.583907, -0.115426, -0.711628)  0.054
H (2.233510, -0.608642, -0.875555)  -0.002
H (2.334036, -0.978010, 0.702381)  -0.033
H (0.836489, 1.407692, -0.970829)  -0.070

Forces on atoms 1 to 2 (eV/Å):
N -0.844 -0.083 2.392
N -3.263 2.797 -1.534

Density functional theory data (wB97M-V/def2-TZVPD) for H5N2P as an isolated structure at a distorted geometry.

Summary:
**Energy above the lowest of the compared OMol25 structures with the same formula, charge and spin**: 3.1245 eV
**HOMO-LUMO gap (spin up / spin down)**: 7.86 / 7.86 eV
**Energy**: -12346.7146 eV

Last column: Löwdin charge in e.
Cartesian coordinates (Å):
N (-0.545219, -0.169002, 1.283268)  -0.155
N (0.592330, -0.522962, 0.577203)  -0.263
P (0.703410, 0.525680, -1.504271)  0.662
H (-1.349609, -0.600430, 0.890577)  0.043
H (-0.760930, 0.849967, 1.577847)  0.109
H (1.405301, -0.192575, 1.127274)  0.030
H (-0.669779, 0.574888, -1.392469)  -0.231
H (0.624495, -0.465567, -2.559429)  -0.194

Forces on atoms 1 to 2 (eV/Å):
N 0.390 2.001 0.775
N 0.020 0.728 -1.396